(1)
Density functional theory data (wB97M-V/def2-TZVPD) for a 12-piece molecular cluster, C45H107BBrO20 overall.

Calculated values
Net charge ... -1
Spin multiplicity ... 1
Max |F| ... 8.81 eV Å⁻¹
Orbital gap ... 6.294 eV
HOMO ... -4.5 eV

Atoms and positions in Å:
H 2.259 4.069 -5.578
H -6.911 -0.384 -7.205
H -12.846 -1.485 -4.091
H 5.966 -3.520 -0.114
C -0.206 4.460 4.765
O 7.634 -1.434 -0.071
H -14.950 -2.044 -2.853
C -4.663 3.037 -0.499
C -1.250 1.258 0.078
H -2.088 -2.467 -1.291
H 3.467 4.064 -7.776
H 1.368 1.585 -1.000
H 3.751 5.587 -6.899
H -3.767 -2.381 8.891
H -2.695 5.374 1.037
H -12.040 -2.889 -3.363
H -3.085 2.596 -2.082
H -3.701 -1.676 5.818
H -1.367 0.377 3.628
H -7.717 1.019 -7.934
H 10.596 -6.768 9.038
O -4.827 -2.654 4.253
O -0.926 2.601 -0.261
C -7.696 0.365 -7.058
C -3.251 3.403 -1.216
H -0.493 -0.058 -2.978
C -14.173 -2.799 -3.013
H 5.555 0.859 3.980
C -4.956 0.844 -9.717
H 0.926 6.312 -6.710
O -8.173 -1.011 -1.943
C -2.413 0.932 1.163
H 11.997 -6.935 7.954
H -5.104 -0.330 -11.520
H 0.174 5.535 5.028
H -3.504 0.846 0.751
C 1.542 4.245 -2.790
C 5.640 -0.191 3.467
H -0.566 3.879 5.723
O -0.313 -0.168 -1.998
O -12.494 -1.352 -2.081
O -5.315 3.708 0.450
C -5.596 0.528 -11.053
H 9.433 -5.287 -2.040
C 0.146 0.634 0.777
H -0.271 5.338 1.848
H 9.067 -6.804 7.050
H -9.821 0.460 -6.695
H -3.135 -4.055 7.119
C 5.956 -2.881 -1.003
C 1.509 1.384 0.168
H 2.892 0.197 2.769
H 3.591 0.500 -0.463
C 4.999 -0.158 1.941
O -6.968 0.208 -10.870
H 11.017 -5.475 7.890
H 10.045 -8.284 7.110
C 8.054 -3.244 4.496
C -3.156 -4.330 8.179
C 10.192 -5.165 -2.819
H -14.444 -3.407 -3.881
H -3.083 3.661 1.827
C -9.218 -0.318 -2.608
C -2.702 -1.772 -2.005
C -1.479 4.593 3.734
H 7.762 -4.053 2.748
H 11.488 -7.271 5.633
C 6.144 4.421 5.693
H -9.316 -0.902 -7.723
H -2.345 -5.048 8.338
H -8.580 -1.559 -1.250
C -0.922 4.419 2.167
H 0.661 3.832 4.268
C -9.971 0.552 -1.623
H -9.034 -0.934 -5.966
C 2.784 0.365 0.398
H 5.577 4.958 3.675
O -1.722 -2.491 8.760
H -7.341 0.560 -5.152
H 1.758 2.389 0.714
H -8.772 0.295 -3.397
H -9.296 1.273 -1.151
H 5.996 3.247 3.890
H -1.810 5.896 -0.922
H 8.089 -2.970 -1.353
C 2.992 4.972 -7.394
O -7.366 1.152 -5.923
H 6.055 3.568 6.374
H -3.811 -2.210 -2.055
H 1.469 3.723 -1.722
H -7.397 0.980 -10.463
H 3.727 1.766 1.979
H -0.123 5.027 -0.448
H 2.471 -0.784 0.385
H 3.703 4.557 4.947
H 7.135 -3.656 4.925
H -0.289 3.428 2.145
H 5.640 5.266 6.174
C 5.504 4.105 4.357
H 6.754 -0.549 3.411
C -1.494 -1.913 3.647
H 7.283 -1.567 -2.081
H 4.965 -1.289 1.579
H 10.584 -4.146 -2.725
O 8.531 -4.456 -4.406
H 9.177 -6.392 -4.273
H 0.263 -0.515 0.568
C 10.971 -6.560 8.032
H 5.179 -2.126 -0.843
H 2.621 4.668 -2.979
C 7.304 -2.222 -1.205
H -2.136 5.552 3.882
H 0.156 0.879 1.936
C -1.152 4.919 -0.997
C 9.247 -4.116 4.827
C 0.349 5.373 -2.867
C -12.824 -2.140 -3.215
H -3.457 4.415 -1.819
H 11.005 -5.873 -2.635
C -2.079 -0.429 3.167
H -4.109 -4.821 8.396
O 7.896 -3.151 3.088
H -14.162 -3.438 -2.124
C -4.042 -1.639 4.695
H -5.523 1.381 -11.735
H 0.228 5.822 -3.965
O -0.804 -1.960 4.975
H 2.612 5.555 -8.240
H 5.046 -0.994 4.085
H -2.966 -3.392 10.111
O -1.577 -3.021 2.905
H -2.195 3.661 3.905
H -3.897 1.089 -9.840
C -3.635 -0.361 3.702
C -1.946 3.620 -0.268
H 9.118 -5.122 4.414
C 10.085 -7.198 6.982
O -0.899 4.684 -2.428
H 8.196 -2.234 4.891
H -5.045 -0.009 -9.037
H -4.374 -0.446 2.771
H -5.460 1.689 -9.236
O -2.809 -0.373 -1.566
H 7.203 4.666 5.570
C -9.044 -0.294 -6.855
C 9.587 -5.381 -4.191
H 10.337 -5.247 -4.976
O 4.132 3.785 4.540
H 7.659 -2.026 0.700
H 1.102 4.029 -6.924
C 3.543 0.598 1.862
H 5.684 -3.488 -1.871
H 8.907 -3.561 -4.339
Br -5.653 1.380 -1.171
H 10.159 -3.704 4.383
H -9.884 -1.050 -3.075
C 1.872 4.632 -6.432
O -2.101 -0.438 1.697
H -3.833 0.646 4.294
O 1.273 5.824 -5.944
H -2.319 1.639 2.116
H 9.385 -4.194 5.909
O 10.587 -6.910 5.685
H -2.266 -1.761 -3.094
H -12.469 -1.944 -1.310
H -10.778 1.097 -2.121
C -2.287 4.281 1.234
H -10.401 -0.056 -0.820
H 5.767 0.424 1.261
C -2.966 -3.109 9.054
H 0.521 6.297 -2.155
B -1.503 0.213 -1.211
H 1.267 3.424 -3.611
H -1.735 -2.236 7.822

(2)
Density functional theory data (wB97M-V/def2-TZVPD) for C7H21NO3P2Y as an isolated structure.

Calculated values
Net charge ... +1
Spin multiplicity ... 1
Max |F| ... 6.42 eV Å⁻¹
Orbital gap ... 7.397 eV
HOMO ... -11.7 eV

Atoms and positions in Å:
C 1.335 -3.571 0.096
H 0.665 0.359 -1.026
H 0.364 2.730 -2.976
H -0.407 4.208 -2.276
H -2.367 -0.220 1.342
C -0.414 3.104 -2.306
H 1.444 -3.557 1.192
H 0.701 -2.532 -2.715
H 1.050 4.641 -0.550
H -0.209 -4.009 -2.262
H -1.233 4.595 -0.105
H -2.375 -3.076 -0.135
H -1.086 -2.486 -2.579
Y 0.138 0.133 0.828
C -1.426 -3.476 0.248
C 1.337 3.616 -0.234
O 0.657 1.571 2.635
H -1.396 2.743 -2.625
C -1.336 3.547 0.245
P -0.083 2.531 -0.624
H -2.351 3.185 0.010
H -2.035 -0.702 1.858
P -0.039 -2.437 -0.388
H -1.311 -4.524 -0.083
H 2.226 3.297 -0.793
C 2.468 -0.267 0.806
H -1.428 -3.444 1.348
H 1.559 3.619 0.843
O 3.574 -0.453 1.114
C -0.168 -2.912 -2.161
H -1.179 3.511 1.338
H 2.274 -3.245 -0.373
N 0.584 0.662 3.546
O 0.446 -0.489 3.065
H 1.094 -4.600 -0.229

Number 1: total energy -160055.8475 eV. Number 2: total energy -34843.9919 eV.